The following is a quantum chemistry calculation of a structure of composition C12H6Cl5CuN5O2, from the OMol25 dataset.

Values from the calculation:
HOMO: -4.96 eV
frontier orbital gap: 7.0 eV
E_LUMO: 2.0 eV
electronic energy: -4826.6644 a.u.
molecular weight: 493.0 Da

```
! wB97M-V def2-TZVPD RIJCOSX def2/J DEFGRID3
* xyz -1 1
Cu 1.51 0.47 -1.00
C -0.58 -2.03 2.70
O -0.39 -2.48 1.37
C 0.19 -1.57 0.55
O 0.50 -0.44 0.92
N 0.33 -2.03 -0.70
N 0.66 -1.14 -1.75
H -1.09 -2.84 3.22
H -1.20 -1.13 2.72
H 0.37 -1.81 3.19
H -0.15 -2.89 -0.91
H -1.30 -0.47 -1.77
H 1.38 -1.62 -2.29
Cl -2.99 -2.74 -1.63
C -3.12 -1.20 -0.87
C -2.16 -0.25 -1.13
C -2.25 0.99 -0.52
Cl -1.03 2.17 -0.85
C -3.30 1.29 0.34
Cl -3.41 2.84 1.08
C -4.27 0.32 0.60
Cl -5.57 0.67 1.67
C -4.18 -0.94 0.00
Cl -5.37 -2.14 0.32
N 3.00 1.70 -0.80
C 4.07 2.14 -0.77
C 5.34 2.70 -0.75
C 6.49 1.87 -0.71
N 7.42 1.19 -0.68
C 5.48 4.11 -0.76
N 5.58 5.26 -0.78
*
```

These are the Mulliken partial charges, in e, on atoms 1 to 8: atom 1 (Cu): -0.22, atom 2 (C): -0.63, atom 3 (O): -0.41, atom 4 (C): 0.86, atom 5 (O): -0.66, atom 6 (N): 0.04, atom 7 (N): -0.76, atom 8 (H): 0.23

---

The following is a quantum chemistry calculation of an isolated molecule of C4H6O2, from the OMol25 dataset.

Values from the calculation:
HOMO: -8.24 eV
frontier orbital gap: 7.7 eV
E_LUMO: -0.5 eV
electronic energy: -306.3557 a.u.
molecular weight: 86.1 Da

```
! wB97M-V def2-TZVPD RIJCOSX def2/J DEFGRID3
* xyz 0 1
O 2.26 -0.74 -0.26
C 1.03 -0.64 -0.66
C -0.81 0.06 1.04
C -1.35 0.27 -0.35
C 0.13 0.35 -0.11
O 0.93 1.41 -0.29
H 2.38 0.05 0.32
H 0.81 -1.31 -1.50
H -0.87 -0.93 1.48
H -0.92 0.88 1.75
H -1.85 1.21 -0.57
H -1.76 -0.60 -0.87
*
```

These are the Mulliken partial charges, in e, on atoms 1 to 8: atom 1 (O): -0.38, atom 2 (C): -0.09, atom 3 (C): -0.69, atom 4 (C): -0.69, atom 5 (C): 0.94, atom 6 (O): -0.84, atom 7 (H): 0.40, atom 8 (H): 0.35

---

The following is a quantum chemistry calculation of an isolated molecule of C18H23ClN2O5S, from the OMol25 dataset.

Values from the calculation:
HOMO: -8.59 eV
frontier orbital gap: 9.2 eV
E_LUMO: 0.6 eV
electronic energy: -2043.8338 a.u.
molecular weight: 414.9 Da

```
! wB97M-V def2-TZVPD RIJCOSX def2/J DEFGRID3
* xyz 0 1
C -3.29 1.94 -2.03
H -2.90 1.03 -2.47
H -4.24 2.17 -2.51
H -3.47 1.75 -0.98
C -2.30 3.09 -2.23
C -2.92 4.44 -1.86
C -1.93 5.58 -2.10
C -0.64 5.35 -1.30
C -0.02 4.01 -1.67
H 0.88 3.83 -1.08
H 0.27 4.02 -2.73
C -1.00 2.86 -1.44
N -1.27 2.70 -0.03
C -0.61 1.86 0.77
O 0.32 1.16 0.39
C -1.08 1.85 2.22
C -0.70 0.51 2.83
H -1.10 0.36 3.82
H 0.38 0.36 2.81
S -1.44 -0.80 1.77
O -2.43 -0.20 0.93
O -1.88 -1.86 2.65
C -0.07 -1.50 0.82
C 0.96 -2.01 1.59
C 2.09 -2.55 1.00
C 2.17 -2.59 -0.40
C 1.13 -2.09 -1.17
C 0.01 -1.54 -0.56
Cl -1.26 -0.96 -1.54
H 1.18 -2.13 -2.25
N 3.28 -3.19 -0.99
C 4.38 -3.56 -0.29
O 5.32 -4.13 -0.80
C 4.36 -3.14 1.18
H 4.85 -2.15 1.23
O 3.08 -3.07 1.77
H 4.94 -3.85 1.77
H 3.27 -3.37 -1.98
H 0.87 -2.02 2.67
H -0.60 2.67 2.76
H -2.16 1.98 2.26
H -2.05 3.23 0.35
H -0.54 1.92 -1.77
H 0.07 6.15 -1.51
H -0.86 5.37 -0.23
H -2.38 6.53 -1.81
H -1.68 5.63 -3.16
H -3.81 4.60 -2.48
H -3.24 4.45 -0.82
H -2.03 3.13 -3.29
*
```

These are the Mulliken partial charges, in e, on atoms 1 to 8: atom 1 (C): -1.36, atom 2 (H): 0.24, atom 3 (H): 0.48, atom 4 (H): 0.18, atom 5 (C): 0.23, atom 6 (C): -0.80, atom 7 (C): -0.70, atom 8 (C): -0.62